C15H25N5O10P3RuS as an isolated structure. Source: the Open Molecules 2025 dataset; level of theory: ωB97M-V/def2-TZVPD.

As for the spin multiplicity: 2. The expectation value of S² is 0.76. The calculated total energy is -3130.042293 Ha.

Positions of all 60 atoms, in Å:
H 3.742 -5.084 1.339
P -1.312 -0.978 2.771
H -3.694 -2.424 1.525
N 0.421 1.642 -3.597
C -3.030 -0.490 2.239
O -0.295 0.090 2.405
H 1.566 -3.936 1.021
C 1.075 1.032 -2.422
N -1.833 1.028 -2.979
H -1.155 1.337 -4.925
H -2.901 2.466 -1.924
C -3.645 -1.389 1.176
H -2.607 2.828 -3.665
Ru 1.036 0.694 0.966
C 0.117 3.020 -3.427
H 0.985 3.583 -3.084
N 6.168 -3.989 1.185
C -2.201 2.383 -2.755
H 4.798 0.434 -0.038
C 4.894 -3.301 1.012
H -0.263 3.442 -4.359
C -1.499 0.322 -1.736
C 2.500 -3.396 0.937
H -0.158 -2.090 1.337
H 2.001 1.565 -2.205
C 3.775 0.081 0.149
P -0.010 1.060 -0.914
H -4.644 -1.042 0.904
C 3.694 -4.028 1.116
H -2.333 0.397 -1.047
C -0.464 2.847 -1.015
O -4.663 1.555 2.361
C 3.667 -1.285 0.555
H -1.295 -0.724 -1.973
C 4.885 -1.967 0.730
O -2.256 2.040 2.859
H -4.326 -1.528 3.552
H -3.023 -1.397 0.286
H -0.544 -0.128 -4.135
P -3.280 1.333 1.845
O -1.490 -1.293 4.209
O -0.939 -2.271 1.902
H -1.340 1.989 2.531
O 2.873 0.909 -0.060
H -3.190 -0.568 4.292
O 7.188 -3.329 1.108
H -1.242 3.028 -0.274
C -0.787 0.923 -3.983
H -1.244 4.206 -2.361
H -4.549 0.159 3.458
H 1.341 0.002 -2.669
C 2.424 -1.997 0.667
O -2.909 1.596 0.424
H 5.824 -1.437 0.638
N -3.861 -0.625 3.503
H 0.416 3.449 -0.794
O 1.280 -1.447 0.515
S 1.147 2.662 1.778
O 6.137 -5.182 1.423
N -0.975 3.222 -2.378

C15H25N7O5V as an isolated structure. Source: the Open Molecules 2025 dataset; level of theory: ωB97M-V/def2-TZVPD.

As for the spin multiplicity: 3. Its charge is +1. The expectation value of S² is 2.01. The calculated total energy is -2289.977057 Ha.

Positions of all 53 atoms, in Å:
H -3.956 -3.797 3.891
N -0.842 -1.524 2.519
H -0.564 3.935 0.777
O 1.288 1.268 3.741
H -2.211 0.340 1.870
H -1.066 -1.114 0.115
H -0.354 3.137 2.712
H 1.523 1.401 -3.134
H -3.220 1.641 1.226
C 0.708 1.291 2.700
H -1.606 -5.749 2.536
N 1.961 0.227 -1.405
O -1.086 -0.314 -0.489
C -2.361 -5.165 4.493
C -0.973 -5.092 5.120
C 3.591 0.166 -4.606
C -2.302 1.068 1.067
O -1.833 3.725 -1.833
H -1.300 1.769 3.250
H -2.134 -7.085 3.537
H -2.856 -3.155 5.120
N 3.125 -0.020 -3.237
C 3.634 -0.907 -2.319
N -2.152 -3.021 3.224
V 0.450 0.909 -0.114
H -2.309 3.658 0.698
H -3.147 -0.413 -0.282
H -3.054 -5.597 5.221
H -3.341 -6.069 2.759
H -0.969 -4.478 6.021
C -2.368 -6.059 3.256
H 2.835 -0.174 -5.310
C 2.904 -0.750 -1.183
C 2.121 0.642 -2.654
N -1.367 -1.995 3.583
N -1.108 1.943 1.130
C -2.104 -3.124 1.892
N -1.293 -2.195 1.439
H -0.249 -4.667 4.420
O -0.284 2.179 -1.380
O 1.114 0.662 1.607
H -2.635 -3.856 1.310
C -1.192 3.079 -1.054
H 4.458 -1.557 -2.554
C -1.334 3.233 0.455
H -0.622 -6.088 5.388
H 3.817 1.214 -4.782
C -2.918 -3.767 4.222
H 3.003 -1.241 -0.230
C -0.580 2.094 2.499
H -2.514 1.002 -1.106
H 4.496 -0.418 -4.745
C -2.356 0.335 -0.263

One molecule with the formula C15H25NO2. Source: the Open Molecules 2025 dataset; level of theory: ωB97M-V/def2-TZVPD.

The SMILES is Cc1cccc(OC[C@H](O)CNC(C)(C)C)c1C. The calculated total energy is -791.791647 Ha.

Positions of all 43 atoms, in Å:
H -1.253 0.645 -2.188
N -0.750 -1.431 -2.312
H 4.406 0.074 2.268
C 0.898 1.345 3.260
C 3.121 0.651 3.875
H 3.863 0.468 4.638
C 0.572 1.553 -0.352
H 2.746 0.489 0.533
C 3.427 0.433 2.548
H -0.576 -3.080 -4.410
H -0.189 2.225 -0.768
C 1.543 1.360 5.683
C 2.484 0.670 1.563
H -2.289 -3.507 -4.445
H -2.360 0.196 -4.025
O 0.227 1.401 1.000
C 0.584 0.235 -1.156
H -1.315 -3.853 -3.008
H -3.934 -2.259 -3.077
C -2.000 -0.766 -4.383
H -0.389 2.780 4.190
C 1.860 1.107 4.240
C -1.835 -1.771 -3.227
H 1.017 -0.567 -0.551
H 1.052 1.001 -2.883
C -0.826 -0.179 -1.587
O 1.437 0.358 -2.276
H 0.682 0.772 5.999
H -2.719 -1.143 -5.105
H 1.302 2.411 5.843
C -1.483 -3.143 -3.813
H -1.064 2.006 2.747
H -0.973 1.120 4.274
C -0.465 1.843 3.637
H -1.446 -0.307 -0.696
H -3.448 -0.904 -2.060
H -3.009 -2.550 -1.598
H 1.552 2.036 -0.454
C -3.142 -1.875 -2.439
H 2.390 1.101 6.313
H -1.048 -0.615 -4.892
H 0.131 -1.457 -2.820
C 1.220 1.127 1.913

Q: Number 2 is which compound?
A: C15H25N7O5V

Q: Number 3 is which compound?
A: C15H25NO2

Copy entry 2 word for word.
C15H25N7O5V as an isolated structure. Source: the Open Molecules 2025 dataset; level of theory: ωB97M-V/def2-TZVPD.

As for the spin multiplicity: 3. Its charge is +1. The expectation value of S² is 2.01. The calculated total energy is -2289.977057 Ha.

Positions of all 53 atoms, in Å:
H -3.956 -3.797 3.891
N -0.842 -1.524 2.519
H -0.564 3.935 0.777
O 1.288 1.268 3.741
H -2.211 0.340 1.870
H -1.066 -1.114 0.115
H -0.354 3.137 2.712
H 1.523 1.401 -3.134
H -3.220 1.641 1.226
C 0.708 1.291 2.700
H -1.606 -5.749 2.536
N 1.961 0.227 -1.405
O -1.086 -0.314 -0.489
C -2.361 -5.165 4.493
C -0.973 -5.092 5.120
C 3.591 0.166 -4.606
C -2.302 1.068 1.067
O -1.833 3.725 -1.833
H -1.300 1.769 3.250
H -2.134 -7.085 3.537
H -2.856 -3.155 5.120
N 3.125 -0.020 -3.237
C 3.634 -0.907 -2.319
N -2.152 -3.021 3.224
V 0.450 0.909 -0.114
H -2.309 3.658 0.698
H -3.147 -0.413 -0.282
H -3.054 -5.597 5.221
H -3.341 -6.069 2.759
H -0.969 -4.478 6.021
C -2.368 -6.059 3.256
H 2.835 -0.174 -5.310
C 2.904 -0.750 -1.183
C 2.121 0.642 -2.654
N -1.367 -1.995 3.583
N -1.108 1.943 1.130
C -2.104 -3.124 1.892
N -1.293 -2.195 1.439
H -0.249 -4.667 4.420
O -0.284 2.179 -1.380
O 1.114 0.662 1.607
H -2.635 -3.856 1.310
C -1.192 3.079 -1.054
H 4.458 -1.557 -2.554
C -1.334 3.233 0.455
H -0.622 -6.088 5.388
H 3.817 1.214 -4.782
C -2.918 -3.767 4.222
H 3.003 -1.241 -0.230
C -0.580 2.094 2.499
H -2.514 1.002 -1.106
H 4.496 -0.418 -4.745
C -2.356 0.335 -0.263